1.
Formula: C20H40NP3PbSSe
Source: the OMol25 dataset
Level of theory: ωB97M-V/def2-TZVPD

* LUMO level (spin up / spin down): -15.31 / -14.70 eV
* E_HOMO (spin up / spin down): -20.08 / -20.22 eV
* ΔE to the lowest compared entry with this formula, charge and spin: 239.3 kJ/mol
* net charge: +4
* calculated total energy: -4855.72097 Eh
* multiplicity: 1

Each line ends with the Mulliken charge.
Positions of all 67 atoms, in Å:
Pb1 -0.3396 0.7932 -0.1375  1.2245
P1 1.0512 0.9668 2.6454  0.5946
P2 0.4264 3.1847 -1.1769  0.5836
P3 2.2481 -0.4521 -0.1703  0.7871
H1 -2.4538 -3.1851 0.4432  0.3225
C1 -1.4798 -3.6320 0.6842  -0.4136
C2 -1.1133 -3.6733 1.9727  -0.6620
H2 -1.8062 -3.2838 2.7386  0.2774
C3 0.0002 1.4496 4.0621  -1.3184
C4 2.2946 2.3019 2.8521  -1.3875
C5 1.9692 -0.3480 3.5366  -1.3424
C6 -0.0593 3.0962 -2.9371  -1.1811
C7 -0.4860 4.5579 -0.4234  -1.0775
C8 2.2036 3.5979 -1.1802  -1.0601
C9 2.4473 -2.1632 0.4416  -1.0777
C10 3.8482 0.2965 0.3128  -1.2643
C11 2.5162 -0.7098 -1.9616  -1.0427
H3 -0.8215 -3.9995 -0.1128  0.3413
H4 -0.2008 -4.1972 2.2951  0.3245
H5 -0.8129 0.7287 4.2106  0.3815
H6 -0.4082 2.4580 3.9291  0.3894
H7 0.6791 1.4370 4.9260  0.5548
H8 1.8286 3.2749 2.6489  0.3921
H9 3.1683 2.1593 2.2050  0.3366
H10 2.5969 2.2512 3.9065  0.5118
H11 1.2968 -1.1857 3.7622  0.3627
H12 2.2843 0.1297 4.4728  0.5425
H13 2.8519 -0.7106 2.9990  0.3744
H14 0.0428 4.0821 -3.4159  0.4664
H15 -1.1024 2.7533 -3.0132  0.3684
H16 0.5660 2.3616 -3.4670  0.3227
H17 -0.5302 5.4249 -1.0928  0.4726
H18 -0.0087 4.8449 0.5245  0.3439
H19 -1.5108 4.2289 -0.1937  0.3243
H20 2.3995 4.5013 -1.7770  0.5004
H21 2.7723 2.7521 -1.6055  0.2763
H22 2.5454 3.7565 -0.1436  0.3267
H23 3.1863 -2.6352 -0.2218  0.5074
H24 1.4925 -2.7090 0.3922  0.0741
H25 2.8195 -2.1672 1.4748  0.4118
H26 4.6243 -0.2724 -0.2211  0.4949
H27 4.0210 0.2202 1.3955  0.4633
H28 3.8826 1.3508 0.0011  0.2933
H29 3.4270 -1.3205 -2.0606  0.5529
H30 2.6487 0.2572 -2.4702  0.3147
H31 1.6535 -1.2380 -2.4076  0.3018
C12 -1.8879 -2.5669 -3.2056  0.7416
C13 -2.3787 -3.6077 -2.4063  0.3539
C14 -2.9640 -4.7366 -2.9880  -0.4722
C15 -3.1034 -4.8147 -4.3813  -0.4346
C16 -2.6914 -3.7290 -5.1702  -0.6054
C17 -2.0957 -2.6039 -4.5941  -0.6082
Se1 -0.8954 -0.9659 -2.6063  -0.0375
H32 -1.3661 -1.3028 -1.1725  0.0046
H33 -2.2953 -3.5499 -1.3210  -0.1567
H34 -3.3044 -5.5552 -2.3396  0.4665
H35 -3.5341 -5.7152 -4.8260  0.4617
H36 -2.8303 -3.7665 -6.2479  0.4396
H37 -1.7839 -1.7549 -5.2058  0.4110
S1 -4.3749 0.7332 2.8126  0.0618
C18 -3.7935 2.3948 2.8891  -0.4343
C19 -2.6654 2.5428 2.1175  -0.7187
N1 -2.2856 1.3666 1.4614  0.2283
C20 -3.0891 0.3308 1.7581  -0.2556
H38 -4.2679 3.1770 3.4645  0.4522
H39 -2.0724 3.4567 1.9819  0.4574
H40 -2.9792 -0.6680 1.3366  0.3548



2.
Formula: C20H40NP3SSeTc
Source: the OMol25 dataset
Level of theory: ωB97M-V/def2-TZVPD

* LUMO level (spin up / spin down): -14.68 / -14.82 eV
* E_HOMO (spin up / spin down): -20.76 / -20.87 eV
* ⟨S²⟩: 3.805
* ΔE to the lowest compared entry with this formula, charge and spin: 0.0 kJ/mol
* net charge: +4
* calculated total energy: -4743.69402 Eh
* multiplicity: 4

Each line ends with the Mulliken charge.
Positions of all 67 atoms, in Å:
Tc1 -0.0643 -0.0787 0.6362  0.4349
P1 -1.4360 -0.4901 2.4556  1.0396
P2 1.1058 -2.3438 0.2737  0.9838
P3 -1.7443 -0.7558 -0.7194  0.9377
H1 0.6221 2.6403 -0.2404  0.4492
C1 -0.2501 1.9676 -0.1379  -1.1118
C2 -0.8976 1.9112 1.1566  -1.2272
H2 -0.4375 2.3890 2.0289  0.4184
C3 -0.9823 0.2450 4.0812  -1.2896
C4 -1.6228 -2.2527 2.9578  -1.2916
C5 -3.2001 0.0983 2.4558  -1.2370
C6 2.2757 -2.4591 -1.1368  -1.5103
C7 2.2435 -2.9257 1.5792  -1.4530
C8 0.1432 -3.8935 0.0577  -1.3313
C9 -3.0770 0.4806 -1.0318  -1.5304
C10 -2.8430 -2.2095 -0.3556  -1.2671
C11 -1.3415 -1.2050 -2.4596  -0.7762
H3 -0.8974 2.0768 -1.0164  0.7098
H4 -1.9781 2.0447 1.1925  0.6398
H5 -0.6505 1.2764 3.9546  0.3144
H6 -0.1706 -0.3194 4.5622  0.4110
H7 -1.8664 0.2383 4.7329  0.5708
H8 -0.6381 -2.7178 3.0581  0.2971
H9 -2.1937 -2.8180 2.2113  0.3735
H10 -2.1480 -2.3148 3.9233  0.5415
H11 -3.2551 1.1273 2.1111  0.3934
H12 -3.5760 0.0642 3.4884  0.5881
H13 -3.8591 -0.5103 1.8249  0.3529
H14 2.9054 -3.3548 -1.0304  0.5367
H15 2.9160 -1.5731 -1.1454  0.3819
H16 1.7364 -2.5069 -2.0822  0.3794
H17 2.7792 -3.8029 1.1956  0.6117
H18 1.7131 -3.2064 2.4956  0.3547
H19 2.9789 -2.1529 1.8176  0.4547
H20 0.8305 -4.7514 0.0341  0.5468
H21 -0.4066 -3.8810 -0.8888  0.4007
H22 -0.5520 -4.0437 0.8839  0.3551
H23 -3.7566 0.0319 -1.7749  0.5385
H24 -2.6727 1.4063 -1.4438  0.4508
H25 -3.6488 0.6996 -0.1197  0.3693
H26 -3.5164 -2.3455 -1.2135  0.5204
H27 -3.4674 -2.0670 0.5368  0.4163
H28 -2.2606 -3.1274 -0.2347  0.2683
H29 -2.2674 -1.1410 -3.0474  0.5323
H30 -0.9538 -2.2315 -2.5131  0.3115
H31 -0.5943 -0.5130 -2.8768  0.1065
C12 1.6734 2.3217 -3.6811  0.8762
C13 1.1393 3.5238 -3.1753  0.0202
C14 1.2630 4.7237 -3.8958  -0.7255
C15 1.8810 4.7393 -5.1498  -0.3746
C16 2.3800 3.5437 -5.6859  -0.6760
C17 2.2752 2.3557 -4.9706  -0.5661
Se1 1.6809 0.6937 -2.6580  0.3252
H32 0.9064 0.7336 -1.2186  0.0691
H33 0.6391 3.5186 -2.2109  0.3093
H34 0.8776 5.6509 -3.4706  0.4428
H35 1.9774 5.6738 -5.7018  0.4585
H36 2.8566 3.5497 -6.6659  0.4395
H37 2.6730 1.4281 -5.3788  0.4089
S1 3.1903 2.1947 3.2302  0.0469
C18 2.8926 0.6297 3.9210  -0.6725
C19 2.0235 -0.0998 3.1476  -0.9883
N1 1.5595 0.5998 2.0095  0.6335
C20 2.1270 1.8118 1.9452  -0.3773
H38 3.3631 0.2803 4.8258  0.4748
H39 1.6933 -1.1204 3.3630  0.6912
H40 1.9042 2.5430 1.1836  0.2178



3.
Formula: C20H40O15
Source: the OMol25 dataset
Level of theory: ωB97M-V/def2-TZVPD

* LUMO level: 0.58 eV
* E_HOMO: -8.06 eV
* ΔE to the lowest compared entry with this formula, charge and spin: 1547.5 kJ/mol
* calculated total energy: -1914.11369 Eh
* multiplicity: 1

Each line ends with the Mulliken charge.
Positions of all 75 atoms, in Å:
C1 -0.2109 3.1400 1.6774  -1.2622
C2 -0.2150 1.6299 1.4829  -0.1248
O1 -1.1495 1.2415 0.5400  -0.2716
C3 -0.8747 0.8874 -0.7190  0.8794
O2 0.2098 0.4101 -1.1365  -0.5985
O3 -1.9832 1.0287 -1.4650  -0.3273
C4 -2.0813 0.6466 -2.8269  -1.2385
H1 0.5734 3.4151 2.3825  -0.1566
H2 -1.2013 3.4804 1.9794  0.5287
H3 -0.0429 3.6459 0.7266  0.3688
H4 -0.4929 1.3172 2.4894  0.2898
H5 0.8106 1.3234 1.2775  0.0373
H6 -3.0983 0.3350 -3.0652  0.4330
H7 -1.3521 -0.1124 -3.1101  0.7412
H8 -1.8957 1.4736 -3.5123  0.2970
C5 -0.3513 -2.2718 -8.2202  -1.0951
C6 -1.5487 -2.7756 -7.3552  -0.2637
O4 -1.9261 -2.0166 -6.1792  -0.2256
C7 -2.9834 -2.2999 -5.4635  0.6956
O5 -3.8084 -3.1991 -5.6907  -0.6133
O6 -3.0291 -1.4237 -4.3586  -0.2708
C8 -4.0342 -1.5558 -3.3960  -0.7967
H9 -0.2632 -2.1909 -9.3036  0.3749
H10 0.4631 -2.9385 -7.9367  0.2601
H11 -0.3181 -1.1943 -8.0590  0.3053
H12 -1.4125 -3.8116 -7.0450  0.3274
H13 -2.4208 -2.6187 -7.9900  0.2812
H14 -5.0166 -1.4838 -3.8627  0.3919
H15 -3.9133 -0.8275 -2.5941  0.4394
H16 -3.9899 -2.5874 -3.0469  0.2634
C9 -0.7283 -1.4789 -1.8972  -1.0725
C10 -0.1931 -2.8504 -2.2184  -0.9610
O7 -0.7516 -3.8097 -1.3824  -0.3077
C11 -1.9032 -4.3069 -1.8155  0.6894
O8 -2.6898 -3.8065 -2.5319  -0.5806
O9 -2.1137 -5.4648 -1.1979  -0.3986
C12 -3.2963 -6.2320 -1.2163  -0.6726
H17 -0.7007 -1.3772 -0.8123  0.4350
H18 -1.7710 -1.2311 -2.0960  0.5021
H19 -0.1919 -0.6841 -2.4156  0.6271
H20 0.8888 -2.8528 -2.0859  0.3664
H21 -0.2809 -3.0034 -3.2940  0.2909
H22 -4.0895 -5.7882 -1.8179  0.3103
H23 -3.7429 -6.3162 -0.2256  0.2649
H24 -3.0721 -7.2553 -1.5174  0.2596
C13 2.5862 -1.3279 2.6468  -1.5067
C14 2.4479 -0.1262 1.6567  0.6421
O10 3.4830 0.8425 1.8245  -0.3681
C15 3.1482 2.0890 1.7174  0.9983
O11 2.0784 2.4882 1.2890  -0.5958
O12 4.2659 2.8387 1.8533  -0.4392
C16 4.2010 4.2560 1.9319  -0.4634
H25 2.5666 -0.9997 3.6860  0.3643
H26 3.5724 -1.7911 2.6164  0.3749
H27 1.8270 -2.0875 2.4601  0.3651
H28 1.4554 0.2996 1.8045  0.0864
H29 2.4966 -0.7091 0.7370  0.1891
H30 3.8010 4.6056 0.9802  0.2989
H31 5.1924 4.6342 2.1813  0.2894
H32 3.5399 4.5205 2.7572  0.4094
C17 1.3507 3.6461 3.3121  -0.4285
C18 0.9270 3.8338 4.7767  -0.7142
O13 1.9199 3.3707 5.5753  -0.2244
C19 1.5942 2.9659 6.8249  0.6648
O14 0.4565 2.9074 7.3149  -0.5762
O15 2.7308 2.7117 7.4969  -0.3376
C20 2.7765 2.1124 8.7550  -0.6431
H33 1.4734 2.5719 3.1739  0.0533
H34 2.2249 4.2695 3.1242  0.0958
H35 0.5397 3.9296 2.6413  0.4580
H36 0.1331 3.1040 4.9360  0.4084
H37 0.8424 4.8863 5.0471  0.3494
H38 3.8372 2.1771 8.9972  0.2314
H39 2.5443 1.0474 8.7548  0.2853
H40 2.1800 2.7236 9.4324  0.3110



> What is the formula in the third record?

C20H40O15



> The lowest calculated total energy belongs to which entry?

C20H40NP3PbSSe



> Which formula does entry 2 have?

C20H40NP3SSeTc



> What is the calculated total energy in the third record?

-1914.11369 Eh